A molecular structure, C9H9BrS2. Source: the Open Molecules 2025 dataset; level of theory: ωB97M-V with the def2-TZVPD basis set.

Computed properties:
E_LUMO	-0.17	eV
molecular weight	261.21	g mol⁻¹

XYZ file:
```
21
Properties=species:S:1:pos:R:3:forces:R:3
C 1.228792 -0.029889 -1.976421 -2.29 1.67 -0.35
C 1.711137 -1.303943 -1.843276 0.65 -0.59 1.59
C 0.026357 0.388618 -1.298903 1.22 -4.06 1.54
C 1.290585 -2.130602 -0.785230 0.23 0.49 -0.50
C -0.496366 -0.572720 -0.380820 0.87 0.76 -1.34
C 0.216086 -1.763037 -0.048237 -2.14 1.32 -0.23
C -2.193930 -1.834492 0.784635 -0.90 -1.62 -1.64
C -1.802610 -0.484982 0.276911 0.80 1.23 3.03
C -1.476230 2.335236 1.507693 0.26 0.90 -0.34
S -0.657676 -2.705600 1.143115 0.56 -0.36 0.94
S -1.289512 0.710983 2.157172 -0.80 -2.08 -1.33
Br -3.254631 0.304246 -0.608046 -0.27 0.66 -0.34
H 1.612578 0.655362 -2.722059 0.24 -0.17 -0.04
H 2.539403 -1.686600 -2.403440 0.34 0.25 -0.49
H -0.566523 1.253917 -1.350700 -0.09 1.31 -0.86
H 1.770133 -3.036349 -0.508776 0.53 -0.75 -0.32
H -2.977262 -1.889497 1.589512 1.00 0.16 -0.85
H -2.531088 -2.412491 -0.181693 -0.06 1.08 1.80
H -0.859821 3.027522 2.114840 -0.49 -0.34 -0.16
H -2.507776 2.694010 1.411392 0.25 -0.13 0.22
H -1.016360 2.333477 0.526549 0.08 0.26 -0.32
```
Forces are in eV/Å.

natural (NBO) atomic charge list, values in e, 4 entries:
1. C -0.2104
2. C -0.1956
3. C -0.1807
4. C -0.2171

***

A single C9H9F3N2O molecule. Source: the Open Molecules 2025 dataset; level of theory: ωB97M-V with the def2-TZVPD basis set.

Computed properties:
E_LUMO (alpha / beta)	0.87 / -1.63	eV
spin multiplicity	3
energy above the lowest of the compared OMol25 structures with the same formula, charge and spin	2.9	kcal/mol
molecular weight	218.18	g mol⁻¹

XYZ file:
```
24
Properties=species:S:1:pos:R:3:forces:R:3
C 0.212213 -3.181369 -0.826815 3.21 -2.79 4.67
C -0.444867 -2.251748 -1.489525 -1.79 6.38 -1.59
C 0.736752 -2.899163 0.523945 -1.10 -2.92 -3.04
C -0.993217 0.322411 -1.300231 -0.91 0.44 -1.80
C 0.823653 -1.644089 0.926807 0.63 -0.26 3.37
C -0.406157 -0.906822 -0.961781 -0.10 -3.01 -2.01
C -0.708014 1.419957 -0.401691 1.51 -0.98 2.90
C -1.639873 2.675130 1.421960 -2.21 -0.10 -1.66
C 1.853026 1.141583 0.028514 1.73 -0.74 -1.57
N 0.446845 -0.699935 0.072849 0.29 4.52 0.69
N 0.607448 0.745985 0.402751 -4.75 -0.47 0.08
O -1.751767 1.554262 0.526987 0.86 -0.20 -0.21
F 2.704709 0.538028 0.842236 1.25 -1.06 0.09
F 2.077669 0.798918 -1.272463 0.74 -0.42 -0.21
F 2.206910 2.401563 0.073059 -1.12 1.74 0.45
H 0.332523 -4.191164 -1.088161 -0.20 -1.01 -0.82
H -0.829550 -2.352826 -2.490050 -0.57 -0.28 0.05
H 0.959523 -3.804654 1.101732 0.17 0.86 0.17
H -1.682002 0.464463 -2.118695 -0.09 -0.16 0.05
H 1.037941 -1.401105 1.968886 0.18 0.38 -0.47
H -0.430566 2.418329 -0.737848 0.38 -0.16 -0.47
H -1.158279 3.482478 0.881097 0.43 0.30 0.39
H -1.249041 2.419790 2.373725 0.85 -0.24 0.66
H -2.705881 2.949978 1.542712 0.60 0.18 0.27
```
Forces are in eV/Å.

natural (NBO) atomic charge list, values in e, 4 entries:
1. C -0.3532
2. C -0.2163
3. C -0.1572
4. C -0.1458

***

A molecular structure, C9H9F9N3O9S3Zn. Source: the Open Molecules 2025 dataset; level of theory: ωB97M-V with the def2-TZVPD basis set.

Computed properties:
E_LUMO	1.21	eV
energy above the lowest of the compared OMol25 structures with the same formula, charge and spin	0.0	kcal/mol
total charge	-1
molecular weight	635.76	g mol⁻¹

XYZ file:
```
43
Properties=species:S:1:pos:R:3:forces:R:3
Zn 5.042134 -16.430781 -0.742408 -0.54 0.35 0.69
C 7.100900 -12.317778 -0.520038 -0.26 -1.66 0.14
F 8.403461 -12.558081 -0.270841 -0.36 -0.02 0.22
F 6.848641 -11.061213 -0.217314 0.02 0.46 -0.02
F 6.950116 -12.492128 -1.851713 -0.13 0.28 -0.06
S 5.857441 -13.483366 0.426496 -0.14 0.64 2.51
O 6.548371 -14.010581 1.594796 0.03 0.48 -1.56
O 4.788189 -12.557718 0.736412 0.54 -0.30 -0.83
O 5.489925 -14.508140 -0.558900 0.49 0.72 -0.96
C 9.236799 -16.992573 0.749884 -1.31 -0.72 0.06
F 9.537669 -17.290634 -0.529454 0.30 0.17 0.00
F 10.118413 -17.597360 1.554663 0.08 0.12 -0.23
F 9.343756 -15.684163 0.912135 -0.20 -0.09 0.01
S 7.525333 -17.791334 1.112175 -0.53 -1.25 1.35
O 7.702776 -19.156939 0.624720 0.38 0.47 -0.41
O 7.355887 -17.721775 2.548551 0.38 0.63 -1.29
O 6.512295 -17.097702 0.302338 1.86 0.03 0.72
C 1.706673 -17.006993 2.047538 2.53 1.64 1.03
F 1.775874 -18.043459 1.235667 -0.62 -0.74 -0.45
F 0.905951 -16.067284 1.563020 -0.74 -0.25 -0.56
F 1.251140 -17.366315 3.243165 -0.52 -0.55 0.11
S 3.426037 -16.211011 2.269833 -0.03 2.01 0.66
O 3.919963 -16.242451 0.877551 -0.70 -0.61 0.52
O 3.072781 -14.840837 2.659643 0.25 -1.86 -0.21
O 4.183168 -16.993449 3.224125 -0.88 0.08 -0.88
C 1.264743 -17.159527 -3.384220 -0.37 0.09 0.55
C 2.266813 -16.579847 -2.500768 0.37 -0.04 -0.36
N 3.088621 -16.143382 -1.835962 0.12 -0.10 -0.23
H 1.411755 -16.897737 -4.428400 0.12 0.18 0.07
H 0.309443 -16.773873 -3.024822 -0.15 -0.16 -0.29
H 1.268952 -18.243642 -3.284650 0.02 0.01 0.07
C 6.742260 -16.410900 -5.097989 -0.93 0.02 0.87
C 6.377897 -16.479501 -3.673151 0.75 0.55 -0.60
N 6.173690 -16.521355 -2.552910 -0.40 -0.01 -0.06
H 6.387088 -15.476090 -5.528210 0.05 0.07 0.13
H 6.150151 -17.217099 -5.531996 0.61 -0.13 -0.53
H 7.822826 -16.468740 -5.184963 -0.06 -0.35 -0.24
C 6.030947 -20.713438 -1.879005 1.06 0.12 0.09
C 5.275945 -19.529367 -1.566437 -0.34 0.04 0.61
N 4.696805 -18.607193 -1.215178 -0.16 0.02 -0.39
H 6.463290 -21.107832 -0.956921 -0.46 -0.15 0.13
H 6.935237 -20.391270 -2.402907 -0.22 -0.09 -0.39
H 5.448682 -21.433697 -2.445003 0.09 -0.06 0.04
```
Forces are in eV/Å.

natural (NBO) atomic charge list, values in e, 4 entries:
1. Zn 1.7189
2. C 0.7171
3. F -0.3328
4. F -0.3137